Below is a molecular structure, C45H48N4O6PSe2Sr, with properties calculated with ωB97M-V/def2-TZVPD.

The calculation puts the gap between HOMO and LUMO at 5.876 eV. The net charge is -1. The calculated total energy comes out at -7589.2087 hartree.

The geometry in XYZ format:
```
107
Properties=species:S:1:pos:R:3:forces:R:3
Sr 0.3636 0.1415 2.3903 2.3135 0.5970 -2.0202
O -0.8491 0.5269 4.3667 -0.8010 -0.5118 0.5434
C -1.4394 -0.5455 4.0782 -0.2843 -0.2473 0.0933
O -0.9160 -1.4923 3.4072 -0.7117 -0.3856 1.1479
C -2.9147 -0.6586 4.3611 -0.1414 0.0323 -0.3058
C -3.4089 -0.5031 5.6514 0.0018 -0.0591 -0.0631
C -4.7716 -0.5787 5.8845 -0.0395 -0.0146 -0.0252
C -5.6494 -0.7657 4.8220 0.0368 0.0287 -0.0047
C -5.1605 -0.8861 3.5302 0.0144 0.0193 0.0127
C -3.7896 -0.8514 3.2777 0.1992 -0.1099 0.0859
P -3.1102 -0.9405 1.5446 -0.4030 0.4875 -0.0013
C -3.9222 -2.4481 0.8829 0.0933 -0.0637 0.0507
C -4.3118 -3.5087 1.6980 -0.0720 -0.0433 -0.0267
C -4.8082 -4.6864 1.1464 0.0508 0.0924 -0.0029
C -4.9191 -4.8218 -0.2291 0.0337 0.0494 0.0058
C -4.5208 -3.7757 -1.0548 0.0231 0.0193 0.0821
C -4.0193 -2.6054 -0.5041 -0.0312 -0.0063 0.0179
C -4.1273 0.4013 0.7744 0.0343 -0.0044 0.0399
C -5.3868 0.2533 0.1917 -0.0278 0.0165 0.0363
C -6.0618 1.3525 -0.3261 0.0932 -0.0113 0.0447
C -5.4844 2.6163 -0.2707 0.0225 -0.0565 0.0327
C -4.2299 2.7758 0.3022 -0.0338 -0.0552 0.0063
C -3.5566 1.6756 0.8172 0.0205 -0.0139 -0.0628
H -2.7153 -0.3304 6.4647 0.0030 0.0362 -0.0219
H -5.1551 -0.4792 6.8929 0.0079 0.0105 -0.0159
H -6.7174 -0.7971 4.9995 0.0014 -0.0183 -0.0024
H -5.8548 -0.9986 2.7044 0.0245 -0.0063 0.0174
H -4.2311 -3.4149 2.7747 -0.0036 -0.0023 -0.0160
H -5.1055 -5.4994 1.7977 -0.0045 0.0123 0.0012
H -5.3091 -5.7365 -0.6578 0.0085 0.0019 -0.0010
H -4.5970 -3.8739 -2.1310 0.0004 0.0075 0.0109
H -3.7097 -1.7950 -1.1567 -0.0130 -0.0312 0.0234
H -5.8498 -0.7257 0.1356 0.0205 0.0127 0.0099
H -7.0408 1.2205 -0.7721 0.0225 -0.0025 -0.0003
H -6.0089 3.4714 -0.6797 0.0032 -0.0091 0.0021
H -3.7555 3.7492 0.3388 -0.0091 -0.0427 -0.0066
H -2.5631 1.8269 1.2318 -0.0145 -0.0200 -0.0240
O 2.5864 -1.1547 1.1104 -0.2224 -0.2755 0.0597
C 2.9322 -2.3080 1.8782 -0.0416 0.1725 -0.1374
C 3.3414 -3.4594 0.9779 -0.0710 -0.0889 -0.0544
C 2.2248 -3.8578 -0.0037 0.0290 0.0080 0.1278
C 1.0690 -4.5355 0.6773 -0.1782 0.1281 0.0957
C 0.9697 -5.9250 0.7282 -0.0102 0.0020 -0.0063
C -0.1068 -6.5045 1.3776 0.0100 -0.0362 0.0098
C -1.0483 -5.6842 1.9773 -0.0136 0.0188 -0.0102
C -0.8656 -4.3115 1.9002 0.1642 0.1634 -0.1003
N 0.1570 -3.7400 1.2571 -0.0129 -0.2851 0.0639
H 3.3768 -0.7968 0.6909 0.0144 0.1343 0.1526
H 2.0318 -2.5779 2.4314 -0.0050 0.0274 0.0392
H 3.7106 -2.0664 2.6027 0.0716 0.0652 0.0279
H 3.6281 -4.3127 1.6040 0.0087 0.0090 -0.0595
H 4.2249 -3.1637 0.4028 0.0105 -0.0154 0.0255
H 2.6291 -4.5109 -0.7792 0.0096 -0.0254 -0.0024
H 1.8505 -2.9482 -0.4695 0.0285 0.0086 -0.0818
H 1.7300 -6.5368 0.2568 -0.0190 0.0225 -0.0032
H -0.2064 -7.5832 1.4185 -0.0009 0.0186 -0.0025
H -1.9073 -6.0918 2.4947 0.0154 0.0125 -0.0014
H -1.5540 -3.6254 2.3845 0.0831 -0.0318 -0.0434
O 4.2920 5.0496 1.3768 -0.1520 0.0687 0.1133
C 3.2245 5.0592 2.3439 0.1764 -0.0253 -0.1602
C 2.4325 3.7538 2.2660 0.1533 -0.1416 -0.0713
C 1.3726 3.8537 3.3620 0.1058 0.1439 0.2023
O 1.9281 3.9627 4.6699 -0.0367 -0.0421 -0.2200
C 1.7814 3.7176 0.8681 -0.1541 -0.1330 0.1370
Se 0.2867 2.4669 0.4853 -0.0174 0.1364 -0.1416
C 3.4382 2.5806 2.4850 -0.2792 -0.1113 -0.0516
Se 2.9662 1.0731 3.6973 0.0156 0.1312 0.1429
H 4.8475 5.8137 1.5483 -0.0041 -0.0156 0.0164
H 2.5491 5.8991 2.1418 -0.0090 0.0449 -0.0235
H 3.6167 5.1678 3.3562 0.0950 -0.0054 0.0430
H 0.7029 2.9996 3.2991 -0.0866 -0.0990 0.0050
H 0.7686 4.7501 3.1926 -0.0403 0.0097 0.0183
H 2.3001 3.0745 4.8457 -0.0402 0.0245 0.0386
H 2.5536 3.4937 0.1384 0.0689 0.0655 -0.0570
H 1.3872 4.7083 0.6356 0.0018 0.0141 0.0276
H 4.3574 2.9780 2.9028 0.0809 0.0481 0.0030
H 3.6913 2.1471 1.5190 0.0137 0.0460 -0.0414
C 3.3892 4.9294 -8.2969 0.0337 -0.0461 0.0596
C 3.6548 4.0275 -7.1168 0.0677 0.0109 -0.0409
C 4.8993 3.4407 -6.9096 0.0143 0.0161 0.0164
C 5.1342 2.6031 -5.8289 0.0287 -0.0047 -0.1004
C 4.1269 2.3312 -4.9075 -0.0234 -0.0711 0.1077
N 4.4298 1.4941 -3.8150 -0.0698 0.0605 -0.0396
C 3.6216 0.6745 -3.0402 -0.0545 -0.0875 -0.1093
O 4.0508 0.1707 -2.0222 0.0287 0.0433 -0.0176
N 2.3665 0.4537 -3.5510 -0.0343 -0.0754 0.0727
C 1.3605 -0.3084 -2.9206 0.2015 0.0419 -0.1688
C 0.4199 -0.9747 -3.6868 -0.0414 -0.0461 -0.0938
C -0.5739 -1.7040 -3.0517 -0.0184 0.0152 -0.0376
C -0.5858 -1.7368 -1.6674 0.1831 0.1010 0.0350
N 0.3081 -1.0754 -0.9342 -0.2018 0.0514 0.1997
C 1.2572 -0.3725 -1.5374 -0.2206 -0.0419 0.2503
C 2.8849 2.9437 -5.0827 -0.0047 0.1237 0.0179
C 2.6631 3.7657 -6.1789 -0.0700 -0.0397 0.0575
H 4.2875 5.0608 -8.9004 -0.0101 -0.0062 0.0146
H 3.0560 5.9171 -7.9721 0.0065 -0.0207 0.0077
H 2.6098 4.5190 -8.9422 0.0079 -0.0079 0.0138
H 5.7058 3.6389 -7.6079 -0.0298 -0.0167 0.0231
H 6.1122 2.1535 -5.6931 -0.0454 0.0030 -0.0274
H 5.3864 1.4653 -3.5045 0.0212 0.0595 0.0276
H 2.2243 0.6703 -4.5226 -0.0328 0.0526 -0.0199
H 0.4653 -0.9249 -4.7701 0.0059 -0.0180 0.0118
H -1.3227 -2.2367 -3.6239 0.0120 0.0024 0.0066
H -1.3289 -2.3096 -1.1219 0.0385 0.0187 0.0092
H 1.9366 0.1750 -0.9031 -0.0549 0.0188 -0.0272
H 2.1076 2.8278 -4.3392 0.0160 -0.0138 -0.0103
H 1.6896 4.2340 -6.2878 0.0455 -0.0234 0.0178
```
Positions in Å, forces in eV/Å.


Below is a molecular structure, C45H48N5O2P2SSc, with properties calculated with ωB97M-V/def2-TZVPD.

The calculation puts the gap between HOMO and LUMO at 7.031 eV. The net charge is +2. The calculated total energy comes out at -4009.2377 hartree.

The geometry in XYZ format:
```
104
Properties=species:S:1:pos:R:3:forces:R:3
Sc 0.1193 0.2843 -0.0027 -0.1164 -0.3316 -0.0504
C 1.5547 0.6486 3.5173 -0.0979 0.0357 0.1252
N 2.6928 0.9928 2.6886 0.0309 -0.0370 -0.0524
C 3.2714 -0.1392 1.9694 0.1948 -0.0536 0.1433
P 2.8696 -0.0141 0.1698 -0.4157 0.0281 0.0360
C 3.9151 1.2773 -0.5124 0.1350 -0.0144 -0.0514
C 3.3848 2.5546 -0.6667 0.0227 0.0355 -0.0390
C 4.2014 3.6002 -1.0710 0.0267 0.0305 -0.0285
C 5.5433 3.3681 -1.3354 -0.0338 0.0302 0.0034
C 6.0725 2.0883 -1.2077 -0.0271 -0.0183 -0.0018
C 5.2623 1.0429 -0.7963 0.0359 0.0638 0.0098
C 3.4294 -1.5551 -0.6026 0.1434 -0.0572 -0.0033
C 3.7381 -2.7033 0.1245 -0.0385 -0.0401 0.0189
C 4.1341 -3.8641 -0.5340 -0.0011 0.0061 -0.0292
C 4.2365 -3.8818 -1.9183 -0.0099 -0.0120 0.0186
C 3.9324 -2.7379 -2.6499 -0.0345 -0.0404 0.0109
C 3.5228 -1.5873 -1.9968 0.0459 0.0398 -0.0394
C 3.5997 1.9471 3.2511 -0.0166 -0.0476 -0.0084
C 3.3200 2.6038 4.4505 0.0055 0.0040 -0.0340
C 4.1979 3.5573 4.9516 -0.0162 0.0086 0.0261
C 5.3710 3.8656 4.2873 0.0113 -0.0024 -0.0067
C 5.6601 3.2018 3.1045 0.0182 0.0104 -0.0212
C 4.7887 2.2578 2.5878 -0.0376 0.0091 0.0265
P 0.1843 -0.2226 2.6366 -0.0625 0.2099 -0.1386
C -1.3186 0.5293 3.3299 0.0223 -0.0581 0.0994
C -2.3972 -0.2630 3.7138 -0.0172 -0.0200 0.0019
C -3.5820 0.3315 4.1240 0.0024 -0.0155 0.0002
C -3.6991 1.7142 4.1476 -0.0071 0.0282 -0.0003
C -2.6258 2.5082 3.7654 -0.0272 -0.0111 -0.0051
C -1.4405 1.9181 3.3569 0.0288 0.0307 -0.0091
C 0.1847 -1.9513 3.1429 0.0345 -0.0416 0.1033
C -0.0820 -2.9362 2.1945 0.0201 -0.0216 -0.0111
C -0.1368 -4.2713 2.5680 0.0125 -0.0164 0.0108
C 0.0760 -4.6273 3.8915 -0.0030 -0.0210 -0.0142
C 0.3388 -3.6506 4.8445 0.0010 0.0020 -0.0005
C 0.3903 -2.3168 4.4747 0.0066 -0.0335 0.0125
H 1.0836 1.5624 3.8710 0.0324 0.0453 -0.0198
H 1.8346 0.0763 4.4140 0.0117 -0.0398 -0.0425
H 2.8523 -1.0792 2.3446 -0.0287 0.0235 -0.0073
H 4.3510 -0.2088 2.1241 -0.0176 0.0592 -0.0208
H 2.3364 2.7453 -0.4734 -0.0559 -0.0137 0.0695
H 3.7866 4.5930 -1.1849 0.0124 -0.0019 0.0003
H 6.1780 4.1851 -1.6527 0.0009 -0.0147 0.0029
H 7.1162 1.9079 -1.4283 -0.0032 0.0000 0.0065
H 5.6807 0.0498 -0.6873 0.0008 -0.0222 -0.0009
H 3.6903 -2.7144 1.2060 -0.0080 0.0248 -0.0102
H 4.3856 -4.7458 0.0408 -0.0063 0.0054 -0.0035
H 4.5650 -4.7792 -2.4265 0.0014 0.0118 0.0110
H 4.0201 -2.7435 -3.7285 0.0041 0.0052 0.0111
H 3.3053 -0.6967 -2.5769 -0.0079 -0.0055 0.0190
H 2.4357 2.3827 5.0287 0.0015 0.0011 0.0065
H 3.9573 4.0491 5.8852 0.0008 -0.0056 -0.0039
H 6.0546 4.6012 4.6878 -0.0082 -0.0029 -0.0034
H 6.5746 3.4198 2.5677 -0.0067 -0.0018 0.0059
H 5.0418 1.7813 1.6538 0.0056 -0.0006 -0.0073
H -2.3178 -1.3430 3.6983 0.0053 0.0073 -0.0039
H -4.4119 -0.2891 4.4364 0.0078 0.0059 -0.0066
H -4.6228 2.1736 4.4756 0.0127 -0.0048 -0.0017
H -2.7072 3.5878 3.7835 0.0009 -0.0135 0.0046
H -0.6179 2.5589 3.0555 0.0074 -0.0183 -0.0022
H -0.2566 -2.6615 1.1610 0.0094 0.0114 0.0069
H -0.3467 -5.0336 1.8292 -0.0056 0.0071 0.0025
H 0.0328 -5.6679 4.1849 0.0021 0.0109 -0.0027
H 0.4965 -3.9294 5.8778 0.0026 0.0036 -0.0079
H 0.5800 -1.5663 5.2323 -0.0191 0.0138 -0.0104
C -5.0290 3.7876 -1.2332 -0.0013 0.0595 -0.0222
C -5.1049 3.0200 0.0751 0.0192 -0.1116 0.0548
N -4.4225 1.7043 0.0174 0.0003 -0.0163 -0.0231
C -5.2920 0.5233 -0.1085 0.0389 0.0536 0.1033
C -5.6448 0.2009 -1.5499 -0.0258 -0.0399 -0.0561
C -3.1027 1.6320 0.0592 -0.0908 0.1063 0.0005
S -2.3766 0.0416 -0.1088 0.0952 0.0920 -0.0185
N -2.4849 2.8243 0.2473 -0.0478 -0.0950 -0.0256
C -1.2108 3.0430 0.3280 0.2519 -0.0572 0.1647
O -0.2699 2.1513 0.1509 -0.0349 0.1643 -0.1314
C -0.7415 4.3886 0.7122 -0.1517 -0.0286 0.0272
C -1.5880 5.4880 0.5760 0.0341 0.0472 -0.0154
C -1.1538 6.7431 0.9666 -0.0284 -0.0009 -0.0065
C 0.1097 6.8997 1.5212 0.0574 0.0053 0.0259
C 0.9491 5.8036 1.6801 -0.0392 -0.0008 -0.0005
C 0.5282 4.5501 1.2688 0.0128 0.0204 -0.0210
H -5.5334 4.7476 -1.1196 -0.0043 -0.0148 0.0087
H -5.5181 3.2512 -2.0451 0.0124 -0.0142 0.0031
H -3.9941 3.9793 -1.5131 -0.0076 -0.0081 -0.0019
H -6.1388 2.8051 0.3372 -0.0142 0.0267 -0.0249
H -4.6637 3.5887 0.8901 0.0333 0.0183 -0.0162
H -6.1883 0.7401 0.4708 -0.0172 0.0133 -0.0296
H -4.8000 -0.3168 0.3742 0.0188 -0.0110 -0.0259
H -6.2078 1.0070 -2.0186 0.0058 0.0103 0.0187
H -6.2640 -0.6960 -1.5816 0.0123 0.0114 0.0025
H -4.7462 0.0205 -2.1411 0.0010 0.0077 0.0143
H -2.5729 5.3500 0.1513 -0.0019 -0.0012 0.0047
H -1.7986 7.6030 0.8449 -0.0089 -0.0201 -0.0016
H 0.4398 7.8803 1.8385 -0.0006 -0.0070 -0.0117
H 1.9259 5.9251 2.1300 -0.0043 -0.0053 -0.0088
H 1.1735 3.6926 1.4066 0.0532 -0.0459 -0.0340
N 0.6415 -3.5843 -1.6611 -0.0667 -0.0094 0.0097
C -0.1974 -2.5546 -1.5954 -0.0849 0.0687 -0.0560
N -1.4327 -2.6531 -2.0870 0.0827 0.0046 -0.0371
O 0.1801 -1.4774 -1.0386 0.0573 0.0023 0.0014
H 0.4054 -4.4400 -2.1341 0.0162 0.0048 0.0101
H 1.5818 -3.4598 -1.3178 0.0951 0.0001 -0.0045
H -1.7567 -3.4728 -2.5711 -0.0178 0.0101 0.0078
H -2.0361 -1.8475 -2.0219 -0.0378 -0.0099 0.0209
```
Positions in Å, forces in eV/Å.


Summary of energy relative to the best compared isomer or geometry (same formula, charge and spin) in kcal/mol
20.6, 0.0
(order as listed above)
Summary of E_HOMO in eV
-3.767, -12.406
(order as listed above)
Summary of lowest unoccupied orbital energy in Eh
0.078, -0.198
(order as listed above)